C44H29F7IrN7O5S4Sb as an isolated structure. Source: OMol25; level of theory: wB97M-V/def2-TZVPD.

Positions of all 98 atoms, in Å:
C (1.2428, -4.3568, -0.1281)
H (3.2349, -4.5951, -2.0651)
H (-2.6297, 1.1412, 4.0237)
C (-1.4936, -3.3719, -1.0140)
H (2.7230, -1.8798, 2.0427)
Sb (0.9107, -1.5546, 4.8103)
N (6.1052, 3.0768, 0.4982)
C (2.5814, 3.2335, -0.4213)
C (-2.5537, -3.4490, -1.9519)
C (-3.9706, 1.4574, -1.2184)
N (-0.9496, -0.3100, -0.8302)
H (-0.4355, 4.3650, -1.4261)
C (4.8647, 2.6290, 0.4058)
F (-0.9206, -1.0907, 4.8872)
H (-3.5931, 2.0871, -2.0163)
Ir (0.4202, -0.2857, 0.5121)
S (-0.4341, -3.0463, -3.3118)
C (-0.8122, 3.6190, 2.7174)
C (-3.1939, 3.3345, 2.9471)
O (-1.8172, -0.2849, 2.0501)
H (-3.2154, -1.3937, 0.4465)
O (1.0478, -2.0538, 0.1304)
F (1.0799, -1.5582, 6.6776)
C (5.1644, 0.4109, 1.5699)
S (1.1423, -5.8878, -0.9147)
C (-0.0122, 2.4189, -0.6622)
O (-2.4676, 6.4277, 1.2798)
H (4.9594, -3.3380, -3.5906)
H (-3.5871, -3.6250, -1.6881)
H (-0.9427, 1.5328, 4.4430)
H (1.4181, -7.8029, 0.5694)
F (0.1324, 5.4844, 1.6863)
N (4.5716, 4.6773, -0.5877)
C (-1.6337, 0.3430, -5.7478)
C (1.0363, -3.0461, -0.8785)
O (-4.1807, 2.7194, 3.2782)
C (-1.6882, 1.5225, 3.6487)
C (-3.2679, 0.3121, -0.8420)
H (-3.8941, -0.4314, -3.3466)
C (-2.8406, -0.0368, -5.1734)
C (1.3867, -6.7254, 0.5604)
H (-6.5509, 1.2365, 0.9564)
C (-0.9432, 4.7942, 2.0982)
C (-1.8616, 0.1506, -2.9842)
N (-3.2761, 4.5715, 2.3243)
F (1.3100, 0.3026, 4.7130)
C (4.1164, -2.8585, -3.1150)
C (3.2174, -0.9757, 1.7339)
C (-3.7673, -0.5117, 0.1584)
N (0.8874, 1.5554, -0.1911)
H (4.3902, -0.7850, -3.7779)
H (-1.0301, 2.0756, -0.7199)
C (-0.6570, 0.5359, -3.5640)
C (-5.1485, 1.7913, -0.5692)
C (-1.2140, 0.6537, 2.5039)
C (-0.2880, -3.1322, -1.6052)
C (1.4179, -4.5055, 1.2133)
F (0.5016, -3.3911, 4.7592)
C (-2.9581, -0.1264, -3.7964)
H (6.2105, 0.6180, 1.7513)
S (6.1208, 4.5483, -0.1610)
C (-1.9616, 0.0153, -1.5013)
C (3.1773, -3.5415, -2.2916)
C (-5.6394, 0.9702, 0.4380)
H (-5.3326, -0.8174, 1.5824)
F (0.8026, -1.5329, 2.8883)
H (-5.6841, 2.6883, -0.8521)
C (-2.1194, -3.3017, -3.2365)
C (1.5083, -5.8707, 1.6080)
H (-1.6015, -3.4901, 0.0566)
H (-2.7038, -3.3290, -4.1420)
C (-4.9555, -0.1836, 0.7911)
H (-4.2156, 4.9169, 2.1892)
C (3.9825, 3.5523, -0.2215)
C (4.5721, -0.7590, 1.9860)
H (1.4328, -3.6784, 1.9067)
C (2.1616, 1.9674, -0.0147)
H (-1.5457, 0.4136, -6.8241)
C (1.6458, 4.1115, -0.9609)
C (-2.2507, 5.3776, 1.8403)
H (1.9552, 5.1022, -1.2657)
H (5.1250, -1.5159, 2.5224)
C (0.3340, 3.7036, -1.0549)
C (3.8423, -1.5334, -3.2281)
H (0.4000, 0.9252, -5.3857)
H (-3.6914, -0.2653, -5.8021)
H (0.1979, 0.7391, -2.9313)
F (2.7556, -1.9424, 4.5722)
S (2.4454, -1.1036, -2.3381)
H (1.6409, -6.1867, 2.6323)
N (-1.8985, 2.8833, 3.1340)
C (4.3843, 1.3513, 0.8936)
H (0.1556, 3.1748, 2.8978)
O (-0.0583, 1.0492, 1.9576)
C (2.2038, -2.7280, -1.7986)
C (3.0418, 1.0609, 0.6819)
C (-0.5426, 0.6327, -4.9414)
N (2.4705, -0.0718, 1.1142)

Values from the calculation:
- Molecular weight: 1310.99 Da
- 2S+1: 2
- Charge: 0
- Energy relative to the best compared isomer or geometry (same formula, charge and spin): 0.563 eV
- Maximum force: 3.4 eV/Å